1.
This record from the OMol25 dataset describes C4H7NO as an isolated structure. The level of theory is ωB97M-V with the def2-TZVPD basis set.

Geometry as XYZ:
```
13
Properties=species:S:1:pos:R:3:lowdin_charge:R:1
C 1.23577 0.42736 1.18949 -0.071
N 0.55840 0.46033 -0.09108 -0.169
C 0.24194 -0.78690 -0.82021 -0.053
C -1.20655 -0.24768 -0.90053 -0.491
O -2.28064 -0.60382 -1.62023 -0.098
C -0.74841 0.89387 -0.22871 0.015
H 1.21943 1.42875 1.62936 0.087
H 0.75547 -0.27312 1.89220 0.090
H 2.27841 0.12955 1.04847 0.086
H 0.75144 -0.85668 -1.78370 0.125
H 0.40625 -1.69294 -0.22708 0.122
H -2.04357 -0.70530 -0.22484 0.226
H -1.16795 1.82659 0.13687 0.130
```

## Properties
Energy above the lowest of the compared OMol25 structures with the same formula, charge and spin = 5.527 eV
Frontier orbital gap (spin up / spin down) = 8.1 / 8.1 eV
Spin multiplicity = 1

---

2.
This record from the OMol25 dataset describes C31H37ClIN3O4PS2Ti as an isolated structure. The level of theory is ωB97M-V with the def2-TZVPD basis set.

Geometry as XYZ:
```
81
Properties=species:S:1:pos:R:3:lowdin_charge:R:1
Ti 0.41258 0.32602 -0.51828 0.718
Cl 0.77829 -0.94364 2.13339 0.772
C 0.80072 0.27236 3.38503 -0.589
C 1.34405 -0.10775 4.60254 -0.099
C 1.39050 0.81019 5.63719 -0.076
C 0.89968 2.09491 5.44825 -0.072
C 0.36958 2.45556 4.22175 -0.085
C 0.30377 1.55097 3.16055 -0.369
P -0.36262 2.04396 1.53039 1.086
C 0.15327 3.80339 1.46058 -0.343
C 1.50568 4.10916 1.62269 -0.121
C 1.94117 5.42108 1.56751 -0.072
C 1.03695 6.44925 1.33922 -0.089
C -0.30601 6.15532 1.17398 -0.081
C -0.74878 4.83984 1.23810 -0.072
C -2.16490 2.14954 1.79367 -0.358
C -2.96089 2.37995 0.66720 -0.124
C -4.34063 2.45059 0.78929 -0.071
C -4.93591 2.30621 2.03441 -0.085
C -4.15141 2.06740 3.15368 -0.097
C -2.77169 1.97653 3.03450 -0.077
H 1.72907 -1.11049 4.72486 0.105
H 1.81718 0.52074 6.58868 0.105
H 0.93650 2.81752 6.25276 0.104
H 0.00156 3.46267 4.06966 0.117
H 2.21985 3.31198 1.77483 0.060
H 2.99533 5.63719 1.68494 0.105
H 1.38075 7.47473 1.28546 0.098
H -1.02046 6.94822 0.99240 0.101
H -1.80072 4.63516 1.11071 0.098
H -2.50808 2.48624 -0.31425 0.091
H -4.94207 2.58978 -0.09912 0.094
H -6.01356 2.35169 2.12742 0.106
H -4.61477 1.92890 4.12268 0.102
H -2.17337 1.76201 3.91027 0.096
C -4.51246 -1.11632 1.41256 -0.055
C -3.35493 -2.09824 1.28522 -0.623
C -3.27387 -2.96873 2.53646 -0.055
C -3.51041 -2.97703 0.04240 -0.064
N -2.08260 -1.33945 1.29244 -0.072
N -1.81494 -0.48091 0.18244 -0.033
H -5.44778 -1.66208 1.55444 0.089
H -4.62644 -0.51386 0.51032 -0.009
H -4.35063 -0.46478 2.27525 0.067
H -4.18182 -3.56495 2.63661 0.082
H -3.15736 -2.34731 3.42617 0.080
H -2.42540 -3.65830 2.48107 0.077
H -4.44672 -3.53657 0.09066 0.086
H -2.68725 -3.69609 -0.02816 0.079
H -3.56104 -2.37216 -0.86742 -0.021
H -1.32516 -2.01230 1.31803 0.036
H -2.37027 0.36147 0.30676 0.029
H -2.16546 -0.85831 -0.70591 0.034
N -1.00947 3.42523 -2.21917 0.117
C -0.99671 2.05453 -2.54790 -0.550
O -0.81034 1.29668 -1.44083 -0.291
C -1.22327 1.52438 -3.74326 0.039
I -4.66147 -0.12094 -2.46209 -0.424
H -0.14842 3.64722 -1.72305 0.056
H -1.04402 3.99067 -3.05732 0.089
H -1.34524 0.45910 -3.85447 0.045
H -1.39117 2.16181 -4.59922 0.055
C 0.35730 -1.67162 -1.18190 -0.184
C 1.69471 -2.32103 -1.08768 -0.310
C 2.71626 -2.04997 -2.00247 -0.051
C 3.96643 -2.62802 -1.86371 -0.078
C 4.23108 -3.49485 -0.81068 -0.105
C 3.22371 -3.78688 0.09678 -0.098
C 1.97180 -3.20788 -0.04491 -0.092
H -0.40127 -2.26195 -0.67145 0.047
H 0.03695 -1.50279 -2.21533 0.086
H 2.52831 -1.35660 -2.81111 0.111
H 4.74461 -2.39098 -2.57843 0.102
H 5.21212 -3.93959 -0.70082 0.092
H 3.41078 -4.46993 0.91671 0.096
H 1.18531 -3.45617 0.66139 0.091
O 1.63906 0.80466 -2.01030 -0.500
S 2.56962 1.86353 -1.40091 0.161
O 1.84671 3.11236 -1.26314 -0.376
O 3.82228 1.92381 -2.09098 -0.331
S 2.66016 0.99019 0.44808 0.393
```

## Properties
Net charge = -1
Energy above the lowest of the compared OMol25 structures with the same formula, charge and spin = 0.731 eV
Frontier orbital gap = 6.3 eV
Spin multiplicity = 1

---

3.
This record from the OMol25 dataset describes a 2-piece molecular cluster, C8H13BrN2O3 overall. The level of theory is ωB97M-V with the def2-TZVPD basis set.

Geometry as XYZ:
```
27
Properties=species:S:1:pos:R:3:lowdin_charge:R:1
C 4.11806 -0.79577 -0.35594 -0.206
C 0.70323 -0.76015 -0.27328 -0.551
C 4.21236 -2.01525 0.44092 0.006
C 2.90504 -1.71450 -0.23830 -0.163
C -2.23656 -0.48852 -0.63817 -0.018
C -1.96032 1.17254 1.23191 -0.022
C -0.89027 1.61033 -0.99873 -0.016
C -1.31026 0.53940 0.00525 -0.562
N 1.77852 -1.25460 0.45481 0.136
N 4.50782 0.31578 -0.67546 -0.131
O 4.28399 1.33661 -1.24270 0.090
O 0.59534 -0.94056 -1.45606 0.115
O -0.12272 -0.12248 0.53972 0.049
Br 7.01879 0.40143 0.24960 -0.108
H 4.80835 -2.82782 0.04872 0.126
H 4.29307 -1.90288 1.51368 0.126
H 2.63049 -2.24357 -1.14524 0.162
H -3.16123 -0.00254 -0.94466 0.093
H -1.76009 -0.92946 -1.51006 0.080
H -2.47933 -1.27678 0.06970 0.093
H -1.31032 1.93680 1.65008 0.088
H -2.13852 0.41529 1.99401 0.090
H -2.90842 1.62602 0.95578 0.091
H -0.16316 2.28263 -0.54756 0.094
H -0.44662 1.15638 -1.88026 0.081
H -1.76010 2.18628 -1.30122 0.093
H 1.88500 -0.92092 1.40381 0.164
```

## Properties
Energy above the lowest of the compared OMol25 structures with the same formula, charge and spin = 1.752 eV
Frontier orbital gap (spin up / spin down) = 6.7 / 6.8 eV
Spin multiplicity = 1

---

4.
This record from the OMol25 dataset describes a 2-piece molecular cluster, CHI2O2S2 overall. The level of theory is ωB97M-V with the def2-TZVPD basis set.

Geometry as XYZ:
```
8
Properties=species:S:1:pos:R:3:lowdin_spin:R:1
C -1.47150 0.66956 0.44990 0.655
O 1.02600 -1.86178 0.59093 -0.006
O 0.64396 -0.92242 -1.58047 0.001
S -2.32669 0.22980 1.69568 1.051
S 0.94581 -0.63830 -0.19080 0.023
I 3.47148 0.04185 -0.31481 0.053
I -0.67801 2.47556 -0.11049 0.163
H -1.61104 0.00574 -0.53994 0.059
```

## Properties
Net charge = -1
<S²> = 2.01
Energy above the lowest of the compared OMol25 structures with the same formula, charge and spin = 0.256 eV
Frontier orbital gap (spin up / spin down) = 6.4 / 4.1 eV
Spin multiplicity = 3

---

5.
This record from the OMol25 dataset describes a 2-piece molecular cluster, C4H14N overall. The level of theory is ωB97M-V with the def2-TZVPD basis set.

Geometry as XYZ:
```
19
Properties=species:S:1:pos:R:3:lowdin_spin:R:1
C -1.58324 1.96596 0.31268 0.010
C -2.24948 0.86116 -0.49527 0.012
H -1.32915 2.78876 -0.35532 0.003
H -2.23459 2.63563 0.88398 0.000
H -0.86509 1.84148 1.11946 0.002
H -2.43800 1.27716 -1.49749 0.002
H -1.73736 -0.06616 -0.71899 0.008
H -3.32107 0.86008 -0.27187 0.000
C 1.14047 -1.53274 -0.07657 0.131
C 1.03825 -0.94696 1.30250 0.041
N 2.07973 -0.87433 -1.03374 0.268
H 1.35490 -2.59378 0.00616 0.030
H 0.17320 -1.63554 -0.57221 0.031
H 1.90092 -0.36498 1.62246 0.021
H 1.08529 -1.69046 2.10724 0.004
H 2.93702 -0.65273 -0.48648 0.115
H 2.23347 -1.48104 -1.89757 0.178
H 1.69484 0.00563 -1.43943 0.141
H 0.11989 -0.39713 1.49044 0.002
```

## Properties
<S²> = 0.75
Energy above the lowest of the compared OMol25 structures with the same formula, charge and spin = 1.424 eV
Frontier orbital gap (spin up / spin down) = 4.8 / 11.8 eV
Spin multiplicity = 2

---

Going through the records in order, we get max |F| values of 0.007, 0.021, 0.036, 0.105, 0.045 Eh/bohr.